No. 1
# CH4FN2O

A gas-phase ion, CH4FN2O (charge +1) (the ωB97M-V functional and the def2-TZVPD basis, the Open Molecules 2025 dataset).

Geometry as ORCA input:
```
! RIJCOSX wB97M-V def2-TZVPD def2/J DEFGRID3
* xyz 1 3
C -0.8811 0.1658 -0.0480
N 0.6755 1.1102 -0.2637
N -0.7857 -1.0890 0.1364
O 1.6727 0.3030 0.1664
F -1.9566 0.8133 -0.2320
H 0.5389 1.8764 0.4018
H 0.1476 -1.5024 0.2722
H -1.6025 -1.7050 0.1817
H 2.1912 0.0276 -0.6149
*
```

Highest occupied orbital energy (alpha / beta) = -11.76 / -17.20 eV
<S²> = 2.009
HOMO-LUMO gap (alpha / beta) = 7.78 / 8.90 eV
LUMO (alpha / beta) = -3.9744 / -8.3031 eV



No. 2
# C6H11O2

A gas-phase ion, C6H11O2 (charge -1) (the ωB97M-V functional and the def2-TZVPD basis, the Open Molecules 2025 dataset).

Geometry as ORCA input:
```
! RIJCOSX wB97M-V def2-TZVPD def2/J DEFGRID3
* xyz -1 1
C -0.5546 -1.1924 1.3475
C 0.4079 -0.8910 0.1770
C 1.8310 -1.2103 0.5754
C 0.2300 0.5161 -0.3360
C -1.1675 1.1852 -0.6006
C -1.0258 2.1953 -1.8072
O -0.6947 3.3685 -1.4967
O -1.3516 1.7250 -2.9073
H -0.9850 -2.2049 1.4017
H -1.3775 -0.4882 1.2859
H -0.1702 -1.1673 2.3815
H -0.0098 -1.5357 -0.6132
H 2.4210 -0.4260 1.0276
H 1.8468 -2.0879 1.2132
H 2.4743 -1.6321 -0.2331
H 0.7884 0.6407 -1.2632
H 0.6296 1.1992 0.4400
H -1.4525 1.6027 0.3636
H -1.8398 0.4030 -0.9561
*
```

Highest occupied orbital energy = -3.89 eV
HOMO-LUMO gap = 7.43 eV
Structure (SMILES) = CC(C)CCC(=O)[O-]
LUMO = 3.5426 eV



No. 3
# C31H38BrN2O8PSTeTi

A molecular structure, C31H38BrN2O8PSTeTi (the ωB97M-V functional and the def2-TZVPD basis, the Open Molecules 2025 dataset).

Geometry as ORCA input:
```
! RIJCOSX wB97M-V def2-TZVPD def2/J DEFGRID3
* xyz 0 1
Ti 1.4534 0.1175 0.1872
C 3.3184 -1.1461 0.2216
C 2.6674 -2.4158 0.4941
C 2.7788 -3.2097 -0.6138
C 3.5349 -2.5027 -1.6104
C 3.8787 -1.2805 -1.1129
H 3.8398 -0.6085 1.0057
H 2.2077 -2.7015 1.4311
H 2.3476 -4.1931 -0.7343
H 3.7519 -2.8682 -2.6033
H 4.4474 -0.5158 -1.6223
Br 1.4846 1.8297 -2.8628
C -0.0663 2.6292 -2.1010
C -0.9357 3.1727 -2.9995
C -2.0309 3.9322 -2.5468
C -2.1519 4.1961 -1.2181
C -1.2376 3.6563 -0.2795
C -1.3224 4.0519 1.0780
C -0.4235 3.5796 1.9789
C 0.4948 2.5785 1.5905
C 0.5743 2.0762 0.3108
C -0.2177 2.7495 -0.6877
H -0.7693 3.0311 -4.0570
H -2.7354 4.3347 -3.2613
H -2.9450 4.8348 -0.8514
H -2.1016 4.7414 1.3743
H -0.4665 3.8970 3.0108
H 1.0976 2.1429 2.3773
C -4.7228 -1.3551 -0.6976
C -4.1853 -0.7297 0.5572
C -3.2263 0.2827 0.5065
C -2.7412 0.8570 1.6699
C -3.2165 0.4038 2.8939
C -4.1684 -0.6028 2.9691
C -4.6489 -1.1576 1.7976
S -2.5630 1.0621 4.3823
O -2.5268 2.4958 4.3601
O -3.1962 0.3831 5.4809
N -0.9756 0.5976 4.2558
C -0.7345 -0.8403 4.3514
C 0.6642 -1.1749 3.8422
C 0.9725 -0.5381 2.5203
O 1.9972 0.1558 2.3320
O 0.2228 -0.7506 1.5054
H -4.1305 -1.0751 -1.5648
H -5.7533 -1.0410 -0.8717
H -4.7233 -2.4430 -0.6160
H -2.8468 0.6122 -0.4549
H -1.9870 1.6319 1.6338
H -4.5148 -0.9368 3.9361
H -5.3918 -1.9446 1.8444
H -0.4490 1.1464 4.9294
H -1.4817 -1.3469 3.7402
H -0.8492 -1.2004 5.3778
H 0.7244 -2.2562 3.6898
H 1.4404 -0.8909 4.5532
C 4.2636 2.5009 1.6711
C 3.8992 2.2482 0.2378
N 4.5080 2.9773 -0.7103
O 3.0455 1.4218 -0.0828
H 5.3419 2.5975 1.7940
H 3.8870 1.6863 2.2826
H 3.7919 3.4306 1.9931
H 5.1700 3.6918 -0.4689
H 4.1712 2.9117 -1.6589
C -1.3568 -4.8976 -1.3437
C -0.8332 -3.8765 -2.3260
O -0.5427 -2.6808 -1.5909
P -0.1246 -1.3481 -2.3515
O 0.3804 -0.5220 -1.1172
Te -1.8097 -0.4745 -3.6879
O 1.2079 -1.6741 -3.1276
C 1.3552 -1.9702 -4.5228
C 2.3198 -0.9860 -5.1417
H -1.4333 -5.8740 -1.8226
H -2.3408 -4.6127 -0.9748
H -0.6799 -4.9796 -0.4944
H -1.5721 -3.6435 -3.0997
H 0.0860 -4.2219 -2.8067
H 0.3744 -1.9290 -5.0047
H 1.7349 -2.9922 -4.5756
H 1.8488 -0.0147 -5.2815
H 2.6537 -1.3563 -6.1112
H 3.1918 -0.8659 -4.4997
*
```

Highest occupied orbital energy = -7.52 eV
HOMO-LUMO gap = 7.08 eV
LUMO = -0.4349 eV



No. 4
# C4H5FO

2 unconnected molecules or ions with the total composition C4H5FO (the ωB97M-V functional and the def2-TZVPD basis, the Open Molecules 2025 dataset).

Geometry as ORCA input:
```
! RIJCOSX wB97M-V def2-TZVPD def2/J DEFGRID3
* xyz 0 1
C 1.0368 0.9585 1.0369
C -0.3607 1.1078 -1.1596
C 0.3519 0.6338 -0.0219
C -0.5229 -1.6888 0.0026
O -1.4239 0.6721 -1.5692
F 0.3474 -2.1485 0.8637
H 1.3755 0.1032 1.6974
H 1.1267 2.0282 1.2706
H 0.0880 2.0009 -1.5364
H -1.5069 -1.2976 0.3353
H -0.5117 -2.3695 -0.9197
*
```

Highest occupied orbital energy (alpha / beta) = -8.58 / -8.64 eV
HOMO-LUMO gap (alpha / beta) = 8.35 / 8.08 eV
LUMO (alpha / beta) = -0.2319 / -0.5596 eV



DFT total energy values, unit eV, following the record order: -8832.3941 -10496.3816 -172703.5475 -8988.7001.
F_max values, unit eV/Å, following the record order: 3.59 2.41 0.95 3.69.
Energy relative to the best compared isomer or geometry (same formula, charge and spin) values, unit kJ/mol, following the record order: 106.3 67.6 151.6 417.7.